Entry 1:
DFT (the ωB97M-V functional and the def2-TZVPD basis) results for a molecular structure, C44H49MoN9OS4.

The geometry in XYZ format:
```
108
Properties=species:S:1:pos:R:3
Mo -1.59 0.30 -1.70
N -1.30 0.01 0.38
S -1.03 -0.12 1.79
N 0.53 -0.64 2.23
S 1.75 0.13 1.71
N 1.84 0.71 0.27
S 1.66 -0.08 -1.15
N 0.39 -0.07 -1.89
C 2.99 0.71 -2.04
C 3.86 1.62 -1.47
C 4.86 2.18 -2.25
C 4.99 1.81 -3.58
C 4.12 0.89 -4.14
C 3.10 0.34 -3.37
C 2.23 -1.75 -0.91
C 3.56 -2.11 -0.98
C 3.90 -3.44 -0.80
C 2.91 -4.38 -0.55
C 1.58 -4.01 -0.47
C 1.22 -2.68 -0.66
C 3.12 -0.94 2.07
C 2.91 -2.20 2.61
C 4.02 -2.99 2.91
C 5.29 -2.51 2.66
C 5.49 -1.24 2.12
C 4.40 -0.45 1.83
C 2.14 1.58 2.68
C 2.30 2.83 2.09
C 2.65 3.90 2.90
C 2.84 3.71 4.26
C 2.66 2.46 4.83
C 2.31 1.38 4.04
C -1.20 1.34 2.79
C -1.15 1.28 4.18
C -1.24 2.46 4.90
C -1.37 3.67 4.24
C -1.41 3.72 2.85
C -1.33 2.54 2.12
C -1.95 -1.36 2.65
C -1.50 -2.68 2.69
C -2.32 -3.66 3.21
C -3.58 -3.33 3.69
C -4.03 -2.02 3.64
C -3.22 -1.03 3.10
H 3.77 1.90 -0.43
H 5.55 2.90 -1.82
H 5.78 2.24 -4.19
H 4.22 0.60 -5.18
H 2.42 -0.38 -3.80
H 4.33 -1.38 -1.19
H 4.93 -3.75 -0.87
H 3.18 -5.42 -0.42
H 0.81 -4.74 -0.28
H 0.19 -2.36 -0.62
H 1.91 -2.55 2.80
H 3.87 -3.97 3.33
H 6.15 -3.12 2.91
H 6.49 -0.88 1.95
H 4.54 0.55 1.42
H 2.14 2.96 1.03
H 2.78 4.88 2.47
H 3.12 4.55 4.88
H 2.81 2.32 5.90
H 2.18 0.40 4.48
H -1.04 0.33 4.69
H -1.21 2.43 5.98
H -1.45 4.59 4.81
H -1.51 4.67 2.34
H -1.36 2.54 1.04
H -0.52 -2.93 2.32
H -1.98 -4.68 3.26
H -4.22 -4.10 4.10
H -5.02 -1.76 4.01
H -3.57 0.00 3.05
C -4.35 -2.84 -1.68
C -3.99 -1.55 -2.42
C -4.92 -0.43 -1.98
C -4.14 -1.76 -3.93
C -2.56 -1.21 -2.13
H -5.38 -3.13 -1.89
H -4.25 -2.72 -0.60
H -3.70 -3.66 -1.98
H -5.96 -0.72 -2.15
H -4.75 0.49 -2.55
H -4.80 -0.20 -0.91
H -5.16 -2.01 -4.18
H -3.50 -2.58 -4.28
H -3.86 -0.85 -4.47
H -1.84 -2.04 -2.13
N -5.51 3.58 -0.78
N -4.20 3.33 -1.14
N -3.53 4.14 -1.94
C -2.40 3.46 -2.12
N -2.41 2.32 -1.43
N -3.58 2.25 -0.80
H -5.70 4.55 -1.01
H -5.59 3.43 0.23
H -1.59 3.79 -2.74
C -1.10 1.33 -6.29
S -0.37 0.78 -4.76
C -0.57 -0.98 -4.97
O -1.42 1.19 -3.73
H -0.40 1.13 -7.10
H -1.26 2.40 -6.20
H -2.05 0.82 -6.46
H 0.00 -1.29 -5.84
H -1.63 -1.20 -5.09
H -0.19 -1.46 -4.07
```

Results
Frontier orbital gap (spin up / spin down): 6.5671 / 6.5515 eV
Energy above the lowest of the compared OMol25 structures with the same formula, charge and spin: 0.0 kJ/mol
Total charge: +2
HOMO energy (spin up / spin down): -10.91 / -10.89 eV

Entry 2:
DFT (the ωB97M-V functional and the def2-TZVPD basis) results for 3 unconnected molecules or ions with the total composition C15H25N3O4S.

The geometry in XYZ format:
```
48
Properties=species:S:1:pos:R:3
C -1.10 3.69 -0.75
C 0.04 2.68 -0.74
C -0.40 1.22 -0.57
C 0.76 0.23 -0.63
O 1.56 0.45 -1.82
C 1.21 -0.23 -2.84
N 0.95 -0.86 -3.77
C 1.66 0.34 0.59
C 0.93 -0.26 1.80
O -0.50 -0.33 1.59
S -1.26 0.94 1.00
O -2.58 0.49 0.73
O -1.03 2.05 1.87
H -1.58 3.78 0.23
H -0.70 4.68 -1.00
H -1.86 3.45 -1.50
H 0.79 2.97 -0.01
H 0.52 2.72 -1.73
H -1.13 0.99 -1.35
H 0.36 -0.79 -0.67
H 1.95 1.37 0.78
H 2.59 -0.21 0.41
H 1.15 0.28 2.72
H 1.22 -1.30 1.94
C -4.82 1.18 3.21
C -4.92 -0.17 3.91
C -5.94 -0.19 5.05
C -5.59 0.74 6.12
N -5.31 1.48 6.96
H -4.50 1.96 3.90
H -4.10 1.12 2.40
H -5.78 1.47 2.79
H -3.94 -0.46 4.30
H -5.21 -0.94 3.19
H -6.02 -1.19 5.48
H -6.93 0.08 4.67
C 5.81 -1.99 -4.83
C 5.33 -3.38 -4.44
C 4.02 -3.36 -3.64
C 4.15 -2.64 -2.37
N 4.25 -2.06 -1.38
H 6.01 -1.38 -3.94
H 6.73 -2.05 -5.41
H 5.06 -1.48 -5.43
H 6.10 -3.89 -3.85
H 5.16 -3.98 -5.33
H 3.68 -4.37 -3.43
H 3.23 -2.87 -4.22
```

Results
Frontier orbital gap: 11.7675 eV
Energy above the lowest of the compared OMol25 structures with the same formula, charge and spin: 225.0 kJ/mol
Total charge: 0
HOMO energy: -11.19 eV

Number 1: electronic energy -3934.23788 hartree. Number 2: electronic energy -1449.91982 hartree.